Entry from OMol25: a cluster of 2 separate species, C10H16O in total at a distorted geometry (the ωB97M-V functional and the def2-TZVPD basis).

```
! wB97M-V def2-TZVPD RIJCOSX def2/J DEFGRID3
* xyz 0 1
O 2.45090 -2.26665 1.16046
C 1.82798 -1.06281 0.97710
C -1.31108 -1.84715 -1.28388
C -2.40383 -0.89892 -0.75350
C -2.21369 0.47661 -1.25497
C 2.09042 0.92761 -0.11870
C 2.66796 -0.30732 0.15329
C 1.02361 1.37193 0.51947
C 0.70688 2.82866 0.54514
C 0.59262 -0.74300 1.51768
C 0.17363 0.58983 1.31583
H 1.93188 -2.91951 1.63858
H -0.40829 3.07586 0.69932
H 2.69639 1.40893 -0.96774
H 0.08158 -1.63794 1.96907
H 1.22694 3.49512 -0.09821
H -0.28810 -1.58682 -0.96360
H -2.90664 1.14277 -0.79572
H -1.14581 0.86485 -1.01663
H -2.21917 0.67105 -2.32124
H -1.32339 -2.07877 -2.43076
H -0.63511 1.11560 1.74268
H 3.64386 -0.59675 -0.21494
H 1.02938 3.12794 1.61051
H -1.58867 -2.91646 -0.98894
H -3.34556 -1.22361 -1.04157
H -2.35468 -1.01106 0.40127
*
```

Calculated values
HOMO-LUMO gap   9.013 eV
SMILES string   Cc1ccc(O)cc1.CCC
ΔE to the lowest compared entry with this formula, charge and spin   2.695 eV
Total energy   -465.79877 hartree
HOMO energy   -8.2 eV

These are the Löwdin partial charges, in e, on atoms 1 to 4: 0.021 -0.345 -0.134 -0.336